No. 1
The following is a quantum chemistry calculation of an isolated ion of composition C13H10NOS and charge -1, from the Open Molecules 2025 dataset.

Output
Charge ... -1
LUMO level ... 3.4 eV

Structure (XYZ):
```
26
Properties=species:S:1:pos:R:3:nbo_charge:R:1
C -5.156 -0.025 -0.319 -0.28
C -4.827 1.328 -0.319 -0.23
C -3.521 1.771 -0.319 -0.20
C -2.450 0.841 -0.315 0.18
N -1.149 1.249 -0.335 -0.67
C -0.077 0.569 -0.428 0.77
O 0.474 -0.552 -0.522 -0.67
C -2.771 -0.549 -0.315 -0.27
C -4.112 -0.947 -0.317 -0.21
H -6.187 -0.378 -0.322 0.20
H -5.643 2.028 -0.320 0.19
H -3.311 2.862 -0.313 0.21
H -1.929 -1.247 -0.308 0.24
H -4.313 -2.008 -0.315 0.20
S 1.755 1.733 -0.448 -0.16
C 3.086 0.722 0.008 -0.14
C 3.873 -0.007 -0.924 -0.22
C 4.400 -1.232 -0.531 -0.23
C 4.299 -1.682 0.780 -0.24
C 3.857 -0.776 1.736 -0.23
C 3.337 0.459 1.379 -0.22
H 4.019 0.353 -1.920 0.21
H 4.826 -1.894 -1.262 0.19
H 4.599 -2.694 1.051 0.20
H 3.853 -1.090 2.764 0.19
H 3.067 1.168 2.134 0.21
```

=====

No. 2
The following is a quantum chemistry calculation of C13H11BrClNO2Zr as an isolated structure, from the Open Molecules 2025 dataset.

Output
Charge ... +2
ΔE to the lowest compared entry with this formula, charge and spin ... 0.000 eV
LUMO level ... -10.0 eV

Structure (XYZ):
```
30
Properties=species:S:1:pos:R:3:nbo_charge:R:1
Cl -2.187 -2.419 -0.112 -0.44
C 1.656 -2.074 -1.966 -0.30
C 2.359 -0.856 -1.650 -0.34
C 1.518 0.250 -2.055 -0.39
H 3.393 -0.789 -1.314 0.30
C 0.292 -0.294 -2.595 -0.06
C 0.381 -1.721 -2.507 -0.29
H -0.391 -2.399 -2.852 0.31
H 2.043 -3.085 -1.842 0.30
H 1.772 1.310 -2.027 0.30
C -0.828 0.475 -3.190 -0.67
Zr 0.455 -0.856 -0.224 1.77
C 2.334 -0.190 1.040 0.51
C 0.886 -2.498 1.370 0.50
O 3.174 0.138 1.766 -0.30
O 1.073 -3.170 2.292 -0.27
H -0.861 1.499 -2.796 0.24
H -1.792 -0.003 -2.966 0.26
H -0.742 0.545 -4.282 0.30
Br -0.519 1.160 5.350 0.20
C -0.961 1.300 3.502 -0.09
C -1.989 2.119 3.056 -0.11
C -2.253 2.178 1.681 -0.18
C -1.489 1.404 0.801 0.06
N -0.467 0.639 1.253 -0.62
C -0.200 0.561 2.591 0.02
H -2.564 2.692 3.773 0.28
H -3.035 2.803 1.282 0.27
H -1.679 1.372 -0.275 0.23
H 0.619 -0.090 2.898 0.22
```

=====

No. 3
The following is a quantum chemistry calculation of C13H11Cl6F16NaO5 as an isolated structure, from the Open Molecules 2025 dataset.

Output
Charge ... 0
ΔE to the lowest compared entry with this formula, charge and spin ... 1.429 eV
LUMO level ... -0.2 eV

Structure (XYZ):
```
52
Properties=species:S:1:pos:R:3:nbo_charge:R:1
Na -0.454 1.365 2.198 0.95
O 1.944 0.506 -1.211 -0.71
C 1.204 0.647 -0.140 0.95
O -0.021 0.516 -0.107 -0.85
O 1.770 1.146 0.840 -0.86
H 2.708 0.972 -0.864 0.50
C -2.942 -0.551 3.680 -0.14
C -2.131 0.137 4.750 0.60
C -2.602 1.643 4.945 0.52
F -1.886 2.237 5.931 -0.32
F -2.538 2.414 3.878 -0.31
F -2.299 -0.513 5.871 -0.30
F -0.853 -0.011 4.443 -0.33
O -2.774 0.098 2.398 -0.56
C -3.870 0.143 1.497 0.86
C -3.370 1.064 0.377 0.50
F -4.373 1.465 -0.370 -0.31
F -2.743 2.124 0.877 -0.32
F -4.233 -1.119 1.210 -0.29
F -4.931 0.706 2.209 -0.34
H -3.974 -0.518 4.031 0.22
H -2.630 -1.594 3.740 0.22
H -3.620 1.570 5.327 0.14
H -2.740 0.528 -0.333 0.19
C -0.056 -0.579 -3.682 -0.15
C 1.243 -0.726 -4.484 0.61
C 1.789 -2.108 -4.236 0.50
F 2.994 -2.340 -4.803 -0.32
F 1.832 -2.490 -2.919 -0.34
F 0.947 -0.652 -5.802 -0.33
F 2.010 0.289 -4.235 -0.29
O -0.883 -1.733 -3.770 -0.53
C -1.861 -1.832 -2.737 0.86
C -1.140 -2.458 -1.430 0.48
F -1.932 -2.327 -0.358 -0.35
F -0.749 -3.711 -1.442 -0.30
F -2.431 -0.667 -2.468 -0.32
F -2.827 -2.575 -3.287 -0.31
H -0.655 0.287 -3.964 0.21
H 0.106 -0.346 -2.630 0.23
H 1.165 -2.874 -4.695 0.16
H -0.355 -1.800 -1.057 0.17
C 4.137 3.153 2.166 -0.25
Cl 5.918 2.903 2.362 -0.02
Cl 3.865 4.805 1.654 0.03
Cl 3.286 2.747 3.746 -0.03
H 3.876 2.466 1.360 0.26
C 5.336 -0.544 -1.688 -0.29
Cl 6.214 -1.249 -3.025 0.04
Cl 4.860 1.138 -2.027 0.00
Cl 6.298 -0.729 -0.203 0.02
H 4.369 -1.020 -1.524 0.24
```

=====

No. 4
The following is a quantum chemistry calculation of one molecule with the formula C13H11N3O5, from the Open Molecules 2025 dataset.

Output
Charge ... 0
ΔE to the lowest compared entry with this formula, charge and spin ... 4.601 eV
LUMO level ... -0.5 eV

Structure (XYZ):
```
32
Properties=species:S:1:pos:R:3:nbo_charge:R:1
C -1.046 1.296 4.068 -0.67
C 0.270 0.616 4.058 0.37
C 1.050 0.170 3.013 -0.22
C 2.209 -0.409 3.615 -0.30
C 2.041 -0.271 4.952 0.08
O 0.872 0.343 5.225 -0.39
H 2.651 -0.553 5.787 0.21
H 3.055 -0.848 3.126 0.22
C 0.712 0.281 1.595 0.65
O -0.230 0.905 1.149 -0.61
N 1.606 -0.341 0.745 -0.46
N 1.236 -0.418 -0.597 -0.46
C 0.131 -1.158 -0.897 0.66
O -0.299 -2.015 -0.155 -0.59
C -0.475 -0.966 -2.261 -0.15
C -0.838 -2.143 -2.913 -0.15
C -1.528 -2.128 -4.110 -0.19
C -1.920 -0.920 -4.665 -0.19
C -1.602 0.260 -4.022 -0.21
C -0.864 0.244 -2.841 0.12
N -0.556 1.553 -2.305 0.53
O -1.450 2.359 -2.270 -0.33
O 0.602 1.782 -2.008 -0.39
H -1.914 1.212 -4.425 0.24
H -2.479 -0.895 -5.588 0.23
H -1.778 -3.057 -4.598 0.22
H -0.576 -3.079 -2.443 0.24
H 1.418 0.437 -1.124 0.43
H 2.146 -1.124 1.087 0.39
H -1.762 0.725 4.658 0.23
H -0.955 2.285 4.514 0.23
H -1.402 1.393 3.047 0.27
```

=====

No. 5
The following is a quantum chemistry calculation of one molecule with the formula C13H11N5S2, from the Open Molecules 2025 dataset.

Output
Charge ... 0
LUMO level ... -0.2 eV

Structure (XYZ):
```
31
Properties=species:S:1:pos:R:3:nbo_charge:R:1
C -1.548 -1.666 0.975 -0.64
C -2.748 -1.005 0.396 0.03
C -2.763 0.259 -0.168 -0.28
C -1.724 1.217 -0.331 0.08
N -0.505 0.923 -0.055 -0.29
N 0.480 1.835 -0.151 -0.22
C 0.447 3.218 -0.081 0.19
N 1.760 3.572 -0.060 -0.37
N 2.584 2.513 -0.118 -0.25
C 1.815 1.465 -0.166 0.34
C 2.316 0.108 -0.253 -0.14
C 3.619 -0.168 0.168 -0.13
C 4.089 -1.464 0.077 -0.26
C 3.237 -2.441 -0.422 0.05
N 2.010 -2.186 -0.842 -0.42
C 1.563 -0.948 -0.771 0.07
H 0.562 -0.785 -1.144 0.21
H 3.550 -3.475 -0.496 0.19
H 5.089 -1.715 0.392 0.22
H 4.230 0.632 0.556 0.24
H 2.114 4.514 -0.024 0.43
S -0.813 4.268 0.019 -0.24
H -2.032 2.191 -0.702 0.22
S -4.360 0.690 -0.720 0.46
C -4.980 -0.817 -0.201 -0.38
C -4.025 -1.602 0.369 -0.26
H -4.224 -2.584 0.761 0.23
H -6.019 -1.039 -0.346 0.24
H -1.844 -2.363 1.755 0.22
H -0.864 -0.924 1.377 0.24
H -1.015 -2.223 0.205 0.23
```

=====

No. 6
The following is a quantum chemistry calculation of C13H12BrCoN4S2 as an isolated structure, from the Open Molecules 2025 dataset.

Output
Charge ... +1
ΔE to the lowest compared entry with this formula, charge and spin ... 0.330 eV
LUMO level (spin up / spin down) ... -4.4 / -4.2 eV
Spin multiplicity ... 2

Structure (XYZ):
```
33
Properties=species:S:1:pos:R:3:nbo_charge:R:1
Co 0.205 0.048 0.253 1.05
C 1.981 -4.497 -1.530 -0.76
S 3.109 -3.101 -1.439 0.39
C 2.103 -1.780 -0.946 -0.06
S 0.411 -2.010 -0.555 -0.25
N 2.728 -0.628 -0.963 -0.38
N 1.874 0.375 -0.554 -0.27
C 2.192 1.598 -0.775 0.07
C 1.191 2.597 -0.343 0.15
C 1.378 3.960 -0.461 -0.20
C 0.341 4.805 -0.077 -0.12
C -0.834 4.259 0.404 -0.23
C -0.939 2.878 0.508 0.08
N 0.046 2.064 0.148 -0.51
H 2.626 -5.361 -1.680 0.25
H 1.299 -4.409 -2.372 0.24
H 1.430 -4.628 -0.603 0.24
H 3.114 1.865 -1.278 0.23
H 2.309 4.348 -0.851 0.25
H 0.459 5.877 -0.162 0.24
H -1.665 4.881 0.702 0.25
H -1.837 2.409 0.892 0.22
Br -0.788 -0.550 6.823 0.16
C -0.519 -0.382 4.983 -0.04
C 0.279 0.639 4.483 -0.26
C 0.441 0.729 3.116 0.06
N -0.126 -0.130 2.259 -0.55
C -0.883 -1.118 2.754 0.07
C -1.112 -1.278 4.107 -0.27
H 0.763 1.347 5.138 0.25
H 1.054 1.509 2.683 0.21
H -1.300 -1.812 2.037 0.22
H -1.730 -2.090 4.461 0.26
```

=====

No. 7
The following is a quantum chemistry calculation of a 2-piece molecular cluster, C13H12F3O4 overall, from the Open Molecules 2025 dataset.

Output
Charge ... -1
ΔE to the lowest compared entry with this formula, charge and spin ... 0.000 eV
LUMO level ... 0.8 eV

Structure (XYZ):
```
32
Properties=species:S:1:pos:R:3:nbo_charge:R:1
C -1.411 -0.231 3.651 -0.18
C -1.255 0.859 3.108 -0.04
C -0.583 1.739 2.028 -0.12
C -1.244 2.353 0.974 -0.20
C -0.403 3.090 -0.162 0.50
O -1.061 3.442 -1.128 -0.49
C 1.110 2.766 -0.362 -0.26
C 1.734 2.090 0.678 -0.01
C 3.111 1.327 0.493 -0.45
C 2.624 -0.215 0.494 -0.06
O 1.360 -0.369 -0.185 -0.54
C 0.805 -1.650 0.026 -0.14
C -0.694 -1.807 -0.454 0.97
F -0.906 -1.493 -1.774 -0.29
F -1.163 -3.114 -0.293 -0.33
F -1.512 -1.008 0.366 -0.34
C 0.957 2.002 2.006 0.53
O 1.498 2.380 3.030 -0.51
H -1.530 -1.090 4.353 0.25
H -2.361 2.251 0.908 0.25
H 1.657 2.925 -1.334 0.24
H 3.444 1.523 -0.559 0.23
H 3.863 1.498 1.300 0.25
H 2.433 -0.545 1.556 0.17
H 3.388 -0.903 0.003 0.19
H 0.796 -1.894 1.142 0.19
H 1.435 -2.461 -0.457 0.20
C -3.248 -2.720 -3.871 -0.18
O -3.647 -2.547 -5.132 -0.97
H -2.334 -2.170 -3.548 0.07
H -3.967 -2.428 -3.064 0.05
H -2.990 -3.763 -3.556 0.05
```

=====

Molecular weight values (in g mol⁻¹) by entry order: 228.30; 419.82; 786.90; 289.25; 301.40; 427.24; 289.23.
Max |F| values (in eV Å⁻¹) by entry order: 3.7; 6.1; 3.7; 1.3; 1.7; 0.8; 3.3.